Entry 1:
{
  "formula": "C14H18N2O2",
  "method": "ωB97M-V/def2-TZVPD",
  "species": ["O", "C", "N", "C", "O", "N", "C", "C", "C", "C", "C", "C", "C", "C", "C", "C", "C", "C", "H", "H", "H", "H", "H", "H", "H", "H", "H", "H", "H", "H", "H", "H", "H", "H", "H", "H"],
  "xyz": [[-1.6998, -0.4080, -3.5040], [-1.4596, -0.5229, -2.3229], [-0.5016, -1.4089, -1.8880], [-0.0513, -1.6929, -0.5758], [-0.0601, -2.8357, -0.1697], [0.4002, -0.6458, 0.1447], [0.6942, 0.6610, -0.3980], [2.0726, 1.1884, 0.0206], [3.1696, 0.1210, 0.0120], [3.2942, -0.6045, 1.3521], [2.1432, -1.5624, 1.6450], [0.7604, -0.9191, 1.5248], [-2.1803, 0.2515, -1.2762], [-2.4881, 1.5859, -1.5273], [-3.1892, 2.3249, -0.5930], [-3.6053, 1.7312, 0.5880], [-3.3315, 0.3944, 0.8262], [-2.6228, -0.3484, -0.1016], [-0.2755, -2.1321, -2.5618], [0.6609, 0.5884, -1.4867], [-0.0740, 1.3789, -0.0816], [2.3292, 1.9886, -0.6760], [2.0190, 1.6353, 1.0146], [2.9792, -0.6014, -0.7836], [4.1250, 0.6041, -0.2030], [4.2250, -1.1755, 1.3608], [3.3606, 0.1399, 2.1499], [2.1757, -2.4079, 0.9568], [2.2560, -1.9548, 2.6571], [0.7055, 0.0145, 2.0860], [0.0176, -1.6158, 1.9226], [-2.1657, 2.0287, -2.4576], [-3.4168, 3.3624, -0.7872], [-4.1545, 2.3074, 1.3179], [-3.6757, -0.0741, 1.7362], [-2.4362, -1.3964, 0.0789]],
  "mol_weight_da": 246.3,
  "total_energy_ev": -21886.60416,
  "homo_energy_ev": -9.329,
  "total_charge": 0,
  "homo_lumo_gap_ev": 9.9
}

***

Entry 2:
{
  "formula": "C14H18N2O4",
  "method": "ωB97M-V/def2-TZVPD",
  "species": ["N", "C", "C", "C", "C", "C", "C", "O", "C", "C", "C", "O", "N", "C", "C", "C", "C", "C", "O", "O", "H", "H", "H", "H", "H", "H", "H", "H", "H", "H", "H", "H", "H", "H", "H", "H", "H", "H"],
  "xyz": [[-0.7581, -0.9595, 2.3021], [0.1148, -0.2539, 1.3911], [1.0817, -1.0057, 0.5021], [2.4178, -0.2928, 0.2382], [2.5473, 1.0779, 0.3428], [3.6487, 1.7313, -0.1132], [4.7837, 0.9645, -0.3998], [5.9434, 1.6025, -0.7064], [4.7041, -0.4324, -0.4792], [3.5788, -1.0643, -0.0639], [-0.8396, 0.6482, 0.5317], [-0.6756, 1.8262, 0.2847], [-1.8939, 0.0488, -0.0581], [-2.0625, -1.3825, -0.1226], [-2.8933, -1.6612, -1.3810], [-3.8374, -0.4323, -1.3398], [-2.9032, 0.6775, -0.8416], [-3.6865, 1.6757, 0.0098], [-4.8736, 1.5882, 0.2418], [-3.0225, 2.8309, 0.3088], [-1.3939, -0.3588, 2.9118], [-0.1961, -1.3034, 3.0619], [0.6340, 0.4915, 2.0309], [0.5491, -1.1146, -0.4967], [1.2705, -2.0521, 0.8481], [1.6726, 1.6697, 0.6077], [3.7748, 2.8387, -0.3167], [6.3798, 0.8392, -1.1276], [5.6001, -0.9644, -0.7730], [3.5629, -2.1385, 0.1200], [-1.1907, -2.0036, -0.1299], [-2.6943, -1.7145, 0.6823], [-3.4173, -2.6412, -1.2866], [-2.3905, -1.7400, -2.3163], [-4.6931, -0.6206, -0.6659], [-4.3175, -0.2512, -2.3100], [-2.4737, 1.1784, -1.6661], [-2.0511, 2.6983, 0.1787]],
  "mol_weight_da": 278.3,
  "total_energy_ev": -25979.75648,
  "homo_energy_ev": -8.515,
  "total_charge": 0,
  "homo_lumo_gap_ev": 9.1
}

***

Entry 3:
{
  "formula": "C14H18N2O4",
  "method": "ωB97M-V/def2-TZVPD",
  "species": ["C", "O", "C", "C", "N", "C", "O", "N", "C", "C", "C", "C", "C", "O", "C", "C", "C", "O", "C", "C", "H", "H", "H", "H", "H", "H", "H", "H", "H", "H", "H", "H", "H", "H", "H", "H", "H", "H"],
  "xyz": [[-1.7862, -1.6434, -2.4715], [-1.7848, -0.4949, -2.0041], [-0.8698, 0.4858, -2.7395], [-0.7326, 1.8570, -2.1406], [-0.3252, 1.7903, -0.5724], [-1.3062, 2.0556, 0.3355], [-2.3806, 2.5363, 0.2273], [-0.9380, 1.6367, 1.7507], [0.1570, 0.4587, 1.7913], [-0.5255, -0.8108, 1.7566], [-0.0810, -1.8834, 0.7190], [-1.0791, -2.8753, 1.2130], [-1.9014, -2.5485, 2.1264], [-1.5418, -1.1921, 2.6081], [1.2843, 0.7089, 0.8681], [2.6446, 0.3193, 1.2728], [2.6704, -0.4063, 2.7656], [3.5457, 0.5937, 0.5051], [0.9629, 1.5472, -0.1988], [1.9920, 1.7250, -1.2134], [-2.2797, -1.6568, -3.5901], [-2.2608, -2.4233, -1.9270], [-0.8489, -1.9931, -2.4166], [0.2256, 0.1418, -2.7698], [-1.4281, 0.4727, -3.6035], [-0.3763, 2.5590, -2.5249], [-1.8214, 2.2389, -1.9135], [-1.7681, 1.4993, 2.2837], [0.2983, 0.5008, 2.9364], [0.6936, -1.6417, -0.0971], [-1.1506, -3.8511, 0.4286], [-2.5924, -3.2728, 2.5038], [2.6169, 0.2919, 3.4859], [2.1927, -1.0504, 2.5645], [3.6885, -0.6531, 2.7586], [2.7237, 2.2925, -0.8495], [2.3955, 0.5883, -1.6283], [1.6868, 2.0974, -2.2405]],
  "mol_weight_da": 278.3,
  "total_energy_ev": -25968.04420,
  "homo_energy_ev": -8.359,
  "total_charge": 0,
  "homo_lumo_gap_ev": 8.4
}

***

Entry 4:
{
  "formula": "C14H18N4O",
  "method": "ωB97M-V/def2-TZVPD",
  "species": ["C", "C", "N", "C", "C", "N", "C", "N", "C", "C", "C", "N", "C", "C", "C", "C", "C", "O", "C", "H", "H", "H", "H", "H", "H", "H", "H", "H", "H", "H", "H", "H", "H", "H", "H", "H", "H"],
  "xyz": [[-2.1343, 4.8169, 1.1667], [-1.9818, 5.4986, -0.0208], [-1.0710, 5.2177, -0.9150], [-0.3329, 4.1494, -0.6171], [-0.3825, 3.3805, 0.5724], [0.4167, 2.2668, 0.8858], [0.4330, 1.2520, 0.0595], [-0.4409, 1.1158, -0.9593], [-0.4558, -0.2225, -1.4145], [0.6013, -0.8772, -0.4964], [1.6770, -1.7779, -1.1852], [1.5534, -3.1582, -0.7359], [2.0677, -3.2504, 0.6908], [1.2041, -2.3476, 1.6009], [0.0450, -1.7474, 0.7687], [-0.7139, -2.9165, -0.0009], [0.2406, -3.7822, -0.8781], [1.2496, 0.2147, 0.2153], [-1.3980, 3.6817, 1.4885], [-2.9167, 5.1614, 1.9893], [-2.4563, 6.3710, -0.2754], [0.3905, 3.9230, -1.4007], [-1.2700, 1.6635, -0.8870], [-0.1792, -0.3366, -2.4414], [-1.4343, -0.6590, -1.2919], [2.6693, -1.3278, -1.1208], [1.4498, -1.7838, -2.2955], [2.1375, -4.2101, 1.0641], [3.0673, -2.8857, 0.6818], [0.8466, -3.0171, 2.5268], [1.8298, -1.5257, 1.9407], [-0.6665, -1.1616, 1.2057], [-1.5544, -2.6162, -0.5742], [-1.1925, -3.5876, 0.7390], [0.2299, -4.8318, -0.5287], [-0.0772, -3.8339, -1.8922], [-1.4512, 3.1437, 2.3353]],
  "mol_weight_da": 258.3,
  "total_energy_ev": -22815.82972,
  "homo_energy_ev": -8.218,
  "total_charge": 0,
  "homo_lumo_gap_ev": 8.8
}

***

Entry 5:
{
  "formula": "C14H18N4O2S",
  "method": "ωB97M-V/def2-TZVPD",
  "species": ["C", "C", "C", "O", "C", "C", "C", "C", "C", "N", "N", "C", "N", "N", "C", "S", "C", "C", "O", "C", "C", "H", "H", "H", "H", "H", "H", "H", "H", "H", "H", "H", "H", "H", "H", "H", "H", "H", "H"],
  "xyz": [[1.7935, 1.9934, -1.4668], [2.9729, 1.7039, -0.9522], [3.2964, 1.6557, 0.5131], [2.1797, 1.7247, 1.3754], [1.1843, 0.7978, 1.3259], [0.0061, 1.1980, 1.9492], [-1.1033, 0.3796, 2.0051], [-1.0571, -0.8777, 1.4245], [-2.2920, -1.7339, 1.3460], [-3.0246, -1.5247, 0.0846], [-3.3436, -0.1959, -0.1191], [-4.3111, 0.5321, 0.4979], [-4.3260, 1.7543, 0.0798], [-3.3410, 1.8293, -0.8438], [-2.6916, 0.6483, -0.9924], [-1.4602, 0.2377, -1.9949], [0.1150, -1.2925, 0.8064], [1.2484, -0.4922, 0.7590], [2.4416, -0.9039, 0.2324], [2.4850, -2.0151, -0.6414], [1.8454, -1.7301, -1.9948], [1.6225, 2.0006, -2.5293], [0.9394, 2.2166, -0.8498], [3.8198, 1.4807, -1.5876], [3.8886, 2.5400, 0.7821], [3.8999, 0.7654, 0.7258], [-0.0144, 2.1859, 2.3821], [-2.0032, 0.7263, 2.4930], [-2.0506, -2.7970, 1.3787], [-2.9786, -1.5019, 2.1641], [-2.4223, -1.7844, -0.7033], [-4.9734, 0.1364, 1.2388], [-3.1417, 2.6910, -1.3236], [0.1334, -2.2742, 0.3588], [2.0361, -2.8990, -0.1706], [3.5548, -2.2076, -0.7651], [1.8953, -2.6175, -2.6198], [2.3704, -0.9164, -2.4878], [0.8059, -1.4336, -1.8803]],
  "mol_weight_da": 306.4,
  "total_energy_ev": -35698.52165,
  "homo_energy_ev": -7.986,
  "total_charge": 0,
  "homo_lumo_gap_ev": 8.8
}

***

Entry 6:
{
  "formula": "C14H18N4O4S2",
  "method": "ωB97M-V/def2-TZVPD",
  "species": ["C", "C", "O", "N", "C", "C", "C", "C", "S", "O", "O", "N", "C", "C", "C", "O", "N", "C", "N", "C", "C", "S", "C", "C", "H", "H", "H", "H", "H", "H", "H", "H", "H", "H", "H", "H", "H", "H", "H", "H", "H", "H"],
  "xyz": [[-6.3553, -1.5827, 0.8539], [-5.3948, -0.5193, 0.3677], [-5.7396, 0.5810, 0.0141], [-4.0939, -0.9577, 0.3799], [-2.9357, -0.2799, 0.0100], [-2.9494, 1.0276, -0.4773], [-1.7599, 1.6425, -0.8235], [-0.5658, 0.9617, -0.6864], [0.9847, 1.7354, -1.1090], [0.7482, 3.0634, -1.5984], [1.7437, 0.8379, -1.9327], [1.7140, 1.7606, 0.4145], [1.1022, 2.7415, 1.2833], [3.1677, 1.7529, 0.4366], [3.5334, 0.9055, 1.6439], [3.7218, 1.3580, 2.7470], [3.4850, -0.4554, 1.4597], [3.3907, -1.1515, 0.2838], [3.9149, -0.8363, -0.8082], [3.5834, -1.6692, -1.9139], [2.8657, -2.9547, -1.4306], [2.4352, -2.6744, 0.3128], [-0.5370, -0.3352, -0.2088], [-1.7185, -0.9564, 0.1392], [-6.1126, -1.8715, 1.8745], [-7.3665, -1.1879, 0.8261], [-6.2977, -2.4622, 0.2161], [-3.9402, -1.9027, 0.7054], [-3.8871, 1.5475, -0.5792], [-1.7415, 2.6513, -1.2045], [0.0356, 2.5301, 1.3385], [1.2443, 3.7578, 0.9010], [1.5400, 2.6593, 2.2769], [3.5184, 1.3039, -0.4914], [3.5788, 2.7618, 0.5542], [3.4834, -1.0039, 2.3129], [2.9337, -1.0768, -2.5658], [4.4997, -1.9101, -2.4572], [3.5133, -3.8304, -1.4765], [1.9518, -3.1502, -1.9867], [0.4091, -0.8418, -0.1162], [-1.7032, -1.9697, 0.5144]],
  "mol_weight_da": 370.5,
  "total_energy_ev": -50631.46152,
  "homo_energy_ev": -9.024,
  "total_charge": 0,
  "homo_lumo_gap_ev": 9.3
}

***

no.,maximum force (eV/Å)
1,0.55
2,3.65
3,19.95
4,5.65
5,1.11
6,1.17